Entry 1:
Molecular formula: C5H8O
Method: DFT, ωB97M-V/def2-TZVPD

E_HOMO: -8.50 eV
lowest unoccupied orbital energy: 1.02 eV
spin multiplicity: 1

XYZ file:
```
14
C5H8O, DFT ωB97M-V/def2-TZVPD
C -1.722 -0.698 0.080
C -0.761 0.398 -0.306
O -0.248 1.132 0.850
C 1.080 0.871 0.476
C 1.321 -0.948 0.224
C 0.676 0.014 -0.700
H -2.577 -0.281 0.622
H -1.209 -1.424 0.716
H -2.095 -1.207 -0.817
H -1.214 1.114 -1.005
H 1.780 1.701 0.373
H 2.388 -0.970 -0.073
H 1.510 0.068 1.249
H 1.074 0.229 -1.689
```

***

Entry 2:
Molecular formula: C3H8N4O
Method: DFT, ωB97M-V/def2-TZVPD

E_HOMO: -9.11 eV
lowest unoccupied orbital energy: 0.58 eV
SMILES: C/N=C/NO/C=N/N
spin multiplicity: 1

XYZ file:
```
16
C3H8N4O, DFT ωB97M-V/def2-TZVPD
C -2.932 -0.592 0.309
C -1.048 0.560 -0.252
C 1.651 0.733 0.508
H -3.180 -1.646 0.192
H -2.321 -0.351 1.317
H -3.998 0.043 0.306
H -1.239 0.652 0.738
H 0.385 0.700 -1.743
H 2.234 1.109 1.488
H 3.586 -0.832 0.552
H 3.153 -1.743 -1.222
N -1.827 -0.251 -0.772
N 0.003 1.278 -0.924
N 1.810 -0.245 -0.261
N 2.798 -1.267 -0.236
O 0.926 1.852 0.000
```

***

Entry 3:
Molecular formula: C2H2FO4
Method: DFT, ωB97M-V/def2-TZVPD

E_HOMO: -5.98 eV
lowest unoccupied orbital energy: 3.95 eV
charge: -1
spin multiplicity: 1

XYZ file:
```
9
C2H2FO4, DFT ωB97M-V/def2-TZVPD
C -2.049 -0.871 -0.939
C 0.379 0.178 -0.942
O -2.689 -1.762 -0.456
O -2.222 0.131 -1.577
O 1.404 0.546 -0.462
O -0.525 -0.993 -0.378
F -0.900 -0.578 2.086
H -0.071 0.659 -1.863
H -0.830 -0.544 1.060
```

***

Entry 4:
Molecular formula: C7H10
Method: DFT, ωB97M-V/def2-TZVPD

E_HOMO (alpha / beta): -7.31 / -7.31 eV
lowest unoccupied orbital energy (alpha / beta): 0.16 / 0.16 eV
spin multiplicity: 1

XYZ file:
```
17
C7H10, DFT ωB97M-V/def2-TZVPD
C 0.984 -0.541 -1.522
C 0.837 0.454 -0.409
C -0.949 1.536 -0.997
C -0.372 1.042 0.140
C -1.429 -0.633 1.568
C -0.153 -1.064 1.734
C 1.078 -1.260 1.637
H 1.278 -0.065 -2.469
H 1.803 -1.198 -1.225
H 0.089 -1.146 -1.684
H 1.693 1.122 -0.314
H -1.293 2.566 -1.083
H -1.119 0.908 -1.867
H -0.208 1.705 0.985
H -2.063 -1.287 0.969
H -1.915 -0.164 2.424
H 1.740 -1.977 2.113
```

***

Entry 5:
Molecular formula: C12H17N
Method: DFT, ωB97M-V/def2-TZVPD

E_HOMO: -7.84 eV
lowest unoccupied orbital energy: 0.91 eV
SMILES: Cc1c[nH]c2ccccc12.CCC
spin multiplicity: 1

XYZ file:
```
30
C12H17N, DFT ωB97M-V/def2-TZVPD
C -0.793 2.032 -1.760
C 0.866 0.500 -0.434
C 0.395 1.102 -1.658
C 1.707 -0.567 -0.791
C 0.957 0.375 -2.663
C 0.844 0.847 0.920
C 2.392 -1.313 0.173
C 1.330 0.000 1.884
C 2.155 -1.076 1.505
N 1.832 -0.561 -2.159
H 0.381 1.767 1.247
H -1.086 2.299 -0.758
H -1.603 1.541 -2.304
H 0.852 0.584 -3.718
H 2.235 -1.299 -2.708
H 3.105 -2.071 -0.130
H 1.164 0.153 2.943
H 2.584 -1.734 2.250
H -0.560 2.957 -2.285
C -2.497 -0.306 1.287
C -3.749 0.013 0.461
C -2.773 -1.015 2.608
H -1.780 -0.857 0.689
H -1.953 0.622 1.472
H -4.097 1.043 0.544
H -4.591 -0.668 0.615
H -3.273 -0.352 3.308
H -3.415 -1.888 2.453
H -3.492 -0.089 -0.599
H -1.832 -1.410 2.991
```

***

Entry 6:
Molecular formula: C4H7N2O2S
Method: DFT, ωB97M-V/def2-TZVPD

E_HOMO: -14.34 eV
lowest unoccupied orbital energy: -5.50 eV
SMILES: C=[S@@](=O)([O-])C(=[NH2+])[N+]#CC
charge: +1
spin multiplicity: 1

XYZ file:
```
16
C4H7N2O2S, DFT ωB97M-V/def2-TZVPD
C -0.595 -0.986 -0.233
C 0.963 0.200 0.968
C -0.519 1.012 -1.174
C -1.556 -1.986 -0.612
N 0.288 -0.965 0.636
N 1.755 0.253 1.944
O 1.841 1.822 -0.838
O 0.163 2.763 0.788
S 0.581 1.762 -0.138
H -0.109 0.800 -2.200
H -1.468 1.420 -1.274
H -1.895 -2.935 -0.039
H -1.290 -2.430 -1.587
H -2.431 -1.391 -0.829
H 2.122 -0.591 2.492
H 2.152 1.250 2.095
```